# 1
ORCA calculation (ωB97M-V/def2-TZVPD) on one molecule with the formula C3H8BIS.

CARTESIAN COORDINATES (ANGSTROEM)
C -1.102 0.383 -1.214
B 0.198 0.138 -0.441
C 1.597 -0.114 -1.065
C 0.146 -0.071 1.275
S -1.403 0.669 1.935
I -2.115 -0.594 3.840
H -1.919 0.566 -0.481
H -1.288 -0.518 -1.706
H -0.962 1.294 -1.844
H 1.727 -0.028 -2.109
H 1.606 -1.227 -0.874
H 2.457 0.199 -0.568
H 0.083 -1.158 1.503
H 0.974 0.461 1.750

Force components x, y, z for each atom (eV/Å):
-0.1 2.4 1.7
0.7 0.0 2.4
-1.5 -2.0 0.4
-0.9 0.2 -1.3
0.1 0.0 -0.1
0.3 0.0 -0.2
0.3 -0.1 -0.8
-0.6 -1.3 -1.5
-0.3 -1.0 -0.1
-0.1 0.4 -1.2
0.1 0.5 -0.2
1.4 0.8 1.0
0.5 0.7 -0.1
0.1 -0.6 0.1

## Properties
SMILES: CB(C)CSI
maximum force: 2.90 eV/Å
HOMO level: -0.3084 Eh
gap between HOMO and LUMO: 8.00 eV
total energy: -22852.728 eV

# 2
ORCA calculation (ωB97M-V/def2-TZVPD) on one molecule with the formula C5H8O2.

CARTESIAN COORDINATES (ANGSTROEM)
C -1.045 -0.818 -1.760
C -0.409 -0.358 -0.711
C -0.876 -0.187 0.681
O -1.052 -1.318 1.474
C 0.539 0.171 0.251
C 0.932 1.612 0.189
O 1.494 -0.717 0.778
H -2.007 -1.015 -1.307
H -0.704 -0.980 -2.785
H -1.587 0.608 0.908
H -0.149 -1.611 1.681
H 1.242 1.923 1.188
H 0.076 2.218 -0.129
H 1.748 1.760 -0.522
H 1.797 -1.289 0.063

Force components x, y, z for each atom (eV/Å):
0.1 0.1 0.3
-0.2 0.0 0.2
0.0 0.4 0.1
0.2 -0.1 0.1
0.1 0.3 0.1
0.1 0.1 0.1
0.4 0.0 -0.1
-0.9 -0.7 -1.6
-0.3 0.0 0.5
0.2 -0.1 0.0
-0.2 -0.1 0.1
0.1 0.2 -0.1
0.2 -0.1 0.1
0.0 0.1 0.1
0.1 0.1 0.1

## Properties
SMILES: C=C1[C@@H](O)[C@@]1(C)O
maximum force: 1.94 eV/Å
HOMO level: -0.3326 Eh
gap between HOMO and LUMO: 9.72 eV
total energy: -9406.763 eV

# 3
ORCA calculation (ωB97M-V/def2-TZVPD) on a 2-piece molecular cluster, C3H5BrF2 overall.

CARTESIAN COORDINATES (ANGSTROEM)
C -0.068 1.400 0.299
C 0.527 -1.101 -0.227
C -0.175 0.139 -0.439
F -1.749 -1.135 1.170
F -0.995 0.121 -1.466
Br 2.018 -1.262 -1.378
H 0.584 1.441 1.159
H 0.057 2.197 -0.429
H -0.923 1.436 0.954
H 0.862 -1.182 0.756
H -0.139 -2.054 -0.400

Force components x, y, z for each atom (eV/Å):
0.2 -0.4 -0.1
-2.0 -3.2 -0.5
-2.6 -1.1 0.5
1.3 1.1 -1.1
1.2 0.6 1.0
1.0 0.3 -0.9
1.4 -0.4 -0.5
-0.3 0.4 0.4
-1.6 0.3 -0.6
0.5 0.1 1.6
0.9 2.3 0.2

## Properties
maximum force: 3.75 eV/Å
HOMO level (spin up / spin down): -0.3498 / -0.3499 Eh
gap between HOMO and LUMO (spin up / spin down): 7.34 / 7.35 eV
total energy: -78665.928 eV

# 4
ORCA calculation (ωB97M-V/def2-TZVPD) on C6H13O5Pb as an isolated structure.

CARTESIAN COORDINATES (ANGSTROEM)
O -0.291 -2.226 0.301
C -1.221 -1.263 0.168
C -1.051 0.013 0.935
O -0.156 -0.235 2.039
C 0.609 0.857 2.550
C 1.826 0.245 3.245
O 2.456 -0.694 2.435
Pb 1.254 -1.688 1.323
H -2.244 -1.666 0.171
H -2.011 0.411 1.298
H -0.577 0.797 0.312
H -0.002 1.463 3.237
H 0.932 1.490 1.706
H 1.487 -0.204 4.202
H 2.501 1.080 3.516
H -0.379 -1.074 -1.712
O 1.347 -0.269 -2.762
C -1.240 1.112 -2.900
O -0.800 -0.035 -3.598
C 0.080 -0.840 -2.887
H -2.012 1.592 -3.509
H -1.671 0.818 -1.927
H -0.421 1.828 -2.724
H 0.189 -1.768 -3.460
H 1.393 0.258 -1.958

Force components x, y, z for each atom (eV/Å):
-6.3 0.2 -3.6
-1.7 -1.5 0.8
0.0 0.7 -0.6
-1.4 1.2 0.7
0.3 0.8 0.2
0.3 0.8 1.0
2.9 4.5 4.1
5.6 -6.6 -1.6
0.1 0.4 -0.4
0.3 -0.2 -0.1
0.0 0.0 0.2
0.1 -0.2 -0.2
-0.1 -0.2 0.2
0.1 0.1 -0.3
-0.2 -0.2 -0.1
1.0 0.6 -3.5
0.5 0.1 0.1
0.0 0.0 0.1
-0.3 0.1 -0.1
-1.2 -0.7 2.9
0.2 -0.1 0.2
0.0 0.1 -0.2
-0.2 -0.1 -0.1
-0.1 0.2 0.2
0.0 0.0 -0.1

## Properties
multiplicity: 2
<S²>: 0.75
maximum force: 8.77 eV/Å
HOMO level (spin up / spin down): -0.2704 / -0.2718 Eh
gap between HOMO and LUMO (spin up / spin down): 7.17 / 6.98 eV
total energy: -21910.902 eV

# 5
ORCA calculation (ωB97M-V/def2-TZVPD) on one molecule with the formula C3H5F2NO2.

CARTESIAN COORDINATES (ANGSTROEM)
C -0.727 -1.249 1.186
C 0.239 -0.737 0.130
C -0.024 1.001 -0.203
F 0.297 1.782 0.822
F -1.227 1.316 -0.691
N 0.937 1.325 -1.379
O 1.786 2.115 -1.320
O 0.636 0.597 -2.296
H -1.102 -0.479 1.989
H -0.311 -2.058 1.700
H -1.634 -1.523 0.561
H -0.150 -1.149 -0.771
H 1.280 -0.942 0.272

Force components x, y, z for each atom (eV/Å):
-2.4 2.7 -0.2
-2.0 3.7 -0.2
1.7 -2.8 0.5
-0.4 -0.1 0.0
0.0 -0.3 0.7
-2.9 -2.6 0.4
2.3 2.3 0.4
0.4 -0.1 -1.3
1.0 -1.3 -1.5
0.4 -1.4 0.7
0.8 -0.1 1.4
0.5 -0.3 -1.0
0.6 0.3 0.1

## Properties
SMILES: CCC(F)(F)[N+](=O)[O-]
maximum force: 4.26 eV/Å
HOMO level: -0.4096 Eh
gap between HOMO and LUMO: 11.47 eV
total energy: -14208.177 eV

# 6
ORCA calculation (ωB97M-V/def2-TZVPD) on an isolated ion of composition C7H10N3 and charge +1.

CARTESIAN COORDINATES (ANGSTROEM)
C 1.190 0.801 -0.203
C 1.943 -0.269 -0.067
C -0.183 -0.805 0.478
C -3.463 -1.184 -0.690
C -2.424 0.725 0.596
C -1.173 1.324 0.000
C 3.415 -0.466 -0.268
N -2.951 -0.341 -0.101
N -0.082 0.489 0.027
N 1.102 -1.282 0.359
H 1.537 1.733 -0.242
H -3.876 -2.120 -0.929
H -2.008 0.386 1.536
H -3.208 1.451 0.761
H -1.427 1.331 -1.063
H -0.996 2.468 0.275
H 4.069 -0.836 0.624
H 3.392 -1.482 -0.818
H 3.864 0.376 -0.788
H 1.277 -2.298 0.514

Force components x, y, z for each atom (eV/Å):
0.7 -0.6 -0.6
2.3 -1.7 1.0
0.0 -0.8 -0.6
1.5 2.0 2.2
1.4 1.7 2.1
-2.0 3.6 -2.9
0.2 -3.1 0.7
-1.5 -2.6 -2.1
0.3 -3.3 3.0
-1.7 -0.2 0.1
1.1 3.6 -0.8
-0.5 -0.8 -0.8
-0.8 -0.8 0.6
-0.2 0.2 -0.1
-0.1 1.0 -0.4
-0.3 -2.7 0.0
-1.5 1.4 -1.0
0.7 1.8 -0.2
0.1 -0.4 -0.1
0.1 1.6 -0.2

## Properties
maximum force: 4.98 eV/Å
net charge: +1
HOMO level: -0.4339 Eh
gap between HOMO and LUMO: 7.32 eV
total energy: -11880.602 eV